#A
Entry from the Open Molecules 2025 dataset: a 3-piece molecular cluster, C2H9N4O overall (ωB97M-V with the def2-TZVPD basis set).

Geometry as XYZ:
```
16
Properties=species:S:1:pos:R:3:lowdin_charge:R:1
C -1.81 -0.41 0.69 -0.41
C -0.07 0.78 -1.48 0.11
N -2.37 0.61 0.99 0.22
N 1.57 -1.81 0.11 0.04
N 0.54 0.60 -0.32 -0.11
N 0.59 1.59 0.43 0.11
O -1.13 -1.32 0.48 0.14
H -0.35 -0.11 -2.07 0.11
H -0.69 1.67 -1.60 0.11
H 1.18 -0.22 -0.12 0.09
H -3.18 1.05 0.61 0.10
H 1.92 -1.88 1.09 0.08
H 0.60 -2.22 0.11 0.06
H -0.02 2.37 0.21 0.14
H 0.95 1.56 1.35 0.15
H 2.25 -2.25 -0.47 0.05
```

Calculated values
* charge: +1
* multiplicity: 1
* M: 105.121 g/mol

---

#B
Entry from the Open Molecules 2025 dataset: a 2-piece molecular cluster, C2H9N4O overall (ωB97M-V with the def2-TZVPD basis set).

Geometry as XYZ:
```
16
Properties=species:S:1:pos:R:3:lowdin_charge:R:1
N 0.66 -1.16 1.03 0.23
C 1.69 -0.56 0.42 -0.41
N 2.92 -0.63 1.00 0.20
N 1.56 0.03 -0.80 0.22
H 0.81 -1.55 1.96 0.15
H -0.23 -1.22 0.65 0.10
H 3.70 -0.24 0.51 0.12
H 3.13 -1.41 1.61 0.14
H 2.33 0.54 -1.17 0.12
H 0.65 0.41 -1.02 0.10
C -2.07 0.93 -0.86 -0.39
N -2.35 1.21 0.49 0.11
O -2.65 0.08 -1.54 0.02
H -1.25 1.54 -1.27 0.11
H -3.15 0.79 0.92 0.09
H -2.04 2.07 0.87 0.08
```

Calculated values
* charge: +1
* multiplicity: 1
* M: 105.121 g/mol

---

Energetically preferred structure: #B | next structure: +0.1114 hartree

---

#A
Entry from the Open Molecules 2025 dataset: H30O15 as an isolated structure (ωB97M-V with the def2-TZVPD basis set).

Geometry as XYZ:
```
45
Properties=species:S:1:pos:R:3:lowdin_charge:R:1
H 0.62 -0.10 0.64 0.02
H -0.79 -0.07 -0.16 0.08
H 2.62 -2.33 -1.23 0.05
H 3.69 -2.47 -0.10 0.10
H -0.37 -0.70 -3.72 0.00
H -1.08 0.11 -2.71 0.00
H 4.11 -0.13 -1.56 0.10
H 2.99 -0.07 -0.48 0.03
H -0.54 3.03 3.55 0.03
H 0.76 3.08 2.81 0.08
H -4.46 -2.95 1.60 0.11
H -4.25 -1.59 0.85 0.02
H -0.25 -4.57 1.33 0.00
H -0.50 -4.04 0.02 0.05
H 2.09 -2.47 2.02 -0.02
H 1.01 -2.77 3.11 0.05
H 3.54 3.01 0.27 0.05
H 3.02 1.70 -0.17 0.04
H -3.30 1.64 -1.63 0.05
H -2.93 0.41 -2.39 0.01
H -2.78 2.79 0.26 -0.06
H -1.38 3.10 0.80 0.04
H -2.15 -1.73 -1.20 0.02
H -2.12 -3.23 -0.71 0.04
H -3.45 3.56 -1.91 -0.02
H -2.15 2.96 -1.70 0.05
H -2.37 -0.30 0.17 0.09
H -2.46 -1.80 0.62 0.01
H 4.18 0.65 0.42 0.04
H 5.39 1.53 0.43 0.12
O -0.33 -0.11 0.75 -0.11
O 3.53 -2.07 -1.03 -0.07
O -1.16 -0.60 -3.33 0.02
O 3.43 0.45 -1.14 -0.15
O 0.17 3.67 3.43 -0.10
O -4.28 -1.94 1.76 -0.09
O 0.17 -3.97 0.77 -0.06
O 1.23 -2.33 2.28 -0.02
O 3.80 2.24 -0.21 -0.13
O -2.57 1.11 -1.95 0.00
O -2.31 2.95 1.03 -0.03
O -1.62 -2.55 -1.19 -0.08
O -2.67 3.80 -1.54 -0.01
O -1.88 -1.04 0.66 -0.16
O 4.91 0.86 -0.18 -0.19
```

Calculated values
* charge: 0
* multiplicity: 1
* M: 270.225 g/mol

---

#B
Entry from the Open Molecules 2025 dataset: a 15-piece molecular cluster, H30O15 overall (ωB97M-V with the def2-TZVPD basis set).

Geometry as XYZ:
```
45
Properties=species:S:1:pos:R:3:lowdin_charge:R:1
H -0.41 0.96 -0.96 0.04
H -0.54 0.52 0.49 0.01
H 3.20 3.45 -1.74 0.04
H 2.50 2.13 -1.98 -0.01
H 2.62 0.92 -3.84 0.05
H 3.70 1.90 -3.40 0.04
H 4.49 0.96 0.16 0.05
H 3.74 -0.33 -0.15 0.01
H -1.55 -3.38 -1.08 0.04
H -0.80 -2.95 -2.33 0.02
H 0.55 3.94 2.61 0.05
H 1.15 3.65 1.25 0.04
H -4.41 -0.18 -2.33 0.03
H -4.30 -1.27 -1.27 0.02
H 1.39 -2.90 -2.51 0.04
H 1.77 -3.77 -1.33 0.01
H 0.72 -2.02 3.41 0.04
H 1.79 -0.95 3.46 0.04
H 1.11 -0.06 2.10 0.05
H -0.14 -0.75 1.57 0.01
H -3.59 2.55 0.21 0.04
H -2.70 2.64 1.44 0.02
H -1.78 -1.36 0.36 0.00
H -2.46 -1.24 1.72 0.01
H -2.56 -2.82 2.87 0.06
H -1.30 -3.67 3.00 0.05
H 1.82 -2.80 0.34 0.04
H 2.75 -1.66 0.70 0.03
H -1.31 4.08 0.42 0.01
H -0.29 3.26 -0.35 0.00
O -0.68 0.22 -0.42 -0.06
O 2.34 3.08 -1.94 -0.07
O 2.89 1.85 -3.92 -0.06
O 3.68 0.63 -0.26 -0.03
O -1.31 -2.60 -1.59 -0.05
O 0.42 3.41 1.82 -0.05
O -4.13 -1.10 -2.20 -0.07
O 1.43 -3.82 -2.23 -0.04
O 0.96 -1.22 3.88 -0.10
O 0.24 -0.37 2.38 -0.11
O -3.07 2.01 0.82 -0.05
O -2.45 -0.85 0.83 -0.07
O -1.72 -3.01 2.44 -0.04
O 1.83 -1.86 0.52 -0.02
O -1.08 3.80 -0.47 -0.07
```

Calculated values
* charge: 0
* multiplicity: 1
* M: 270.225 g/mol

---

#C
Entry from the Open Molecules 2025 dataset: a 15-piece molecular cluster, H30O15 overall (ωB97M-V with the def2-TZVPD basis set).

Geometry as XYZ:
```
45
Properties=species:S:1:pos:R:3:lowdin_charge:R:1
O 0.63 3.36 -0.95 -0.09
H 1.66 3.51 -0.87 0.10
H 0.57 2.50 -0.59 -0.06
O 2.69 3.92 1.59 -0.06
H 1.89 4.45 1.35 0.07
H 2.58 3.03 1.37 -0.07
O -4.54 -1.30 2.14 0.01
H -4.26 -1.72 1.39 -0.02
H -3.86 -1.44 2.79 0.03
O 1.83 -1.46 1.07 -0.11
H 1.23 -2.17 0.63 0.08
H 2.59 -1.97 1.38 0.03
O -0.94 -4.30 -1.52 -0.06
H -0.44 -3.78 -0.93 -0.04
H -1.49 -3.57 -1.94 0.06
O -2.41 -1.57 -4.23 -0.11
H -2.43 -1.25 -3.31 0.01
H -1.38 -1.62 -4.40 0.10
O 3.72 -2.44 -0.46 -0.04
H 3.92 -3.17 -1.06 0.05
H 4.54 -2.00 -0.31 0.03
O -0.25 -1.48 -0.46 -0.09
H 0.60 -1.25 -0.79 0.01
H -0.42 -0.63 0.10 0.06
O -1.33 0.03 1.95 -0.08
H -0.58 -0.52 2.26 0.02
H -1.99 -0.59 2.31 0.04
O -1.76 2.99 1.59 -0.03
H -0.93 2.54 1.35 0.00
H -2.14 3.17 0.72 0.02
O 2.60 -1.81 -2.98 -0.09
H 3.14 -2.11 -3.75 0.06
H 3.06 -1.02 -2.61 0.05
O -3.08 2.72 -1.71 -0.05
H -2.51 3.21 -1.16 -0.01
H -2.60 1.83 -1.71 0.04
O -1.44 0.87 -0.38 -0.09
H -1.82 0.40 -1.11 0.04
H -2.21 1.03 0.22 0.08
O 1.70 1.57 0.73 -0.04
H 1.92 0.71 0.41 0.03
H 0.83 1.56 1.18 0.07
O 0.75 0.00 3.36 -0.09
H 1.61 0.12 2.98 0.01
H 0.74 -0.38 4.35 0.14
```

Calculated values
* charge: 0
* multiplicity: 1
* M: 270.225 g/mol

---

#D
Entry from the Open Molecules 2025 dataset: a 15-piece molecular cluster, H30O15 overall (ωB97M-V with the def2-TZVPD basis set).

Geometry as XYZ:
```
45
Properties=species:S:1:pos:R:3:lowdin_charge:R:1
O -4.53 -0.29 0.58 -0.03
H -3.83 0.16 0.13 -0.05
H -5.01 -0.76 -0.08 0.02
O -1.86 3.21 -2.28 -0.05
H -2.64 3.29 -2.82 0.04
H -1.80 2.25 -2.14 0.00
O 1.14 -1.15 1.67 -0.07
H 1.78 -1.81 1.89 0.00
H 1.07 -0.61 2.50 0.10
O 3.46 0.50 1.40 -0.06
H 3.33 0.14 0.51 -0.02
H 3.22 -0.17 2.03 0.00
O 0.24 -3.51 0.04 -0.02
H 0.00 -2.80 0.62 0.00
H -0.56 -4.00 -0.07 0.05
O -1.74 -1.39 1.17 -0.02
H -2.22 -2.01 1.76 0.11
H -2.21 -1.53 0.39 0.03
O 2.84 -0.37 -1.13 -0.02
H 2.04 -0.69 -1.48 -0.03
H 3.41 -0.07 -1.83 0.08
O 1.49 2.64 -0.03 -0.02
H 1.00 1.83 0.03 -0.03
H 1.75 2.77 0.85 0.03
O 0.04 0.33 -0.40 -0.06
H 0.40 -0.35 0.16 0.01
H -0.89 0.43 -0.14 0.02
O -1.01 0.72 2.62 -0.05
H -1.33 0.04 2.01 -0.03
H -1.08 1.49 2.08 -0.03
O -1.09 3.17 0.97 -0.05
H -0.74 3.69 1.66 0.04
H -0.35 3.07 0.30 0.06
O 3.22 -2.63 1.05 -0.03
H 3.03 -3.50 0.67 0.07
H 2.77 -2.03 0.47 -0.02
O 0.00 0.69 -3.02 -0.07
H -0.04 0.57 -2.03 -0.02
H 0.63 1.39 -3.13 0.03
O -2.53 1.23 -0.28 -0.05
H -3.15 1.42 -0.97 0.06
H -2.41 2.09 0.17 0.06
O 1.12 -2.26 -2.10 -0.04
H 1.98 -2.46 -2.48 0.06
H 1.08 -2.75 -1.30 -0.04
```

Calculated values
* charge: 0
* multiplicity: 1
* M: 270.225 g/mol

---

Energetically preferred structure: #D | next structure: +0.1144 hartree

---

#A
Entry from the Open Molecules 2025 dataset: a 15-piece molecular cluster, H30O15 overall (ωB97M-V with the def2-TZVPD basis set).

Geometry as XYZ:
```
45
Properties=species:S:1:pos:R:3:lowdin_charge:R:1
O -1.06 -0.72 3.11 -0.07
H -0.20 -1.01 3.53 0.03
H -0.91 0.05 2.59 -0.04
O -0.27 -0.23 0.04 -0.04
H 0.50 0.18 0.45 0.02
H -0.64 0.41 -0.54 -0.01
O 0.02 3.09 -2.83 -0.03
H 0.84 2.69 -3.09 0.03
H -0.46 2.34 -2.50 -0.02
O -2.95 -0.75 0.44 -0.05
H -2.08 -0.38 0.46 -0.05
H -2.72 -1.60 0.07 -0.02
O 0.06 -2.36 -1.98 -0.07
H 0.15 -1.61 -1.37 0.00
H 0.87 -2.32 -2.52 0.06
O 2.63 -1.81 -0.32 -0.04
H 3.06 -2.09 0.50 0.04
H 2.33 -0.93 -0.10 -0.02
O 1.61 0.55 1.95 -0.02
H 1.38 1.27 2.57 0.11
H 2.54 0.45 1.86 0.07
O -0.34 3.27 0.04 -0.04
H -0.16 3.26 -0.92 0.02
H -0.15 4.18 0.27 0.06
O -2.35 -2.94 -0.99 -0.05
H -2.74 -2.31 -1.64 0.07
H -1.43 -2.76 -1.04 -0.03
O -0.33 -2.81 1.47 -0.01
H -0.41 -3.20 2.36 0.06
H -0.45 -1.94 1.63 -0.09
O -1.89 1.10 -1.59 -0.03
H -1.87 0.83 -2.48 0.03
H -2.76 0.74 -1.29 0.10
O -1.52 1.81 1.98 -0.06
H -1.03 2.25 1.25 0.00
H -1.55 2.53 2.60 0.05
O 0.61 0.35 -2.96 -0.02
H 1.39 0.27 -3.48 0.08
H -0.08 0.18 -3.56 0.06
O 1.57 -1.40 3.68 -0.05
H 1.44 -0.71 3.03 -0.04
H 2.12 -1.03 4.37 0.05
O 2.45 1.04 -1.28 -0.04
H 1.67 0.81 -1.79 -0.04
H 3.07 1.29 -1.97 0.05
```

Calculated values
* charge: 0
* multiplicity: 1
* M: 270.225 g/mol

---

#B
Entry from the Open Molecules 2025 dataset: a 15-piece molecular cluster, H30O15 overall (ωB97M-V with the def2-TZVPD basis set).

Geometry as XYZ:
```
45
Properties=species:S:1:pos:R:3:lowdin_charge:R:1
O -1.08 -2.60 0.31 -0.02
H -0.36 -2.80 0.86 0.01
H -1.87 -2.97 0.77 0.08
O 1.57 2.40 2.01 -0.02
H 1.48 2.48 2.97 0.06
H 0.75 2.65 1.71 -0.05
O 2.00 -1.53 -0.73 -0.08
H 2.25 -1.74 0.22 0.10
H 2.83 -1.15 -1.13 0.11
O 1.82 -0.99 -3.66 -0.05
H 1.03 -1.35 -3.27 -0.04
H 2.36 -1.73 -3.92 0.02
O -0.21 1.42 -2.90 -0.05
H 0.36 2.20 -2.89 0.04
H -0.02 0.97 -2.06 -0.01
O -1.12 -0.32 2.38 -0.03
H -0.78 -0.73 3.18 0.07
H -2.04 -0.56 2.37 0.07
O -0.58 -1.96 -2.97 -0.03
H -0.19 -2.65 -2.36 0.02
H -1.16 -1.48 -2.45 -0.04
O -0.08 0.23 -0.25 -0.07
H 0.34 -0.54 -0.57 0.00
H -0.38 0.12 0.67 0.03
O 0.89 -3.86 -1.69 -0.05
H 1.28 -4.57 -1.21 0.04
H 1.26 -3.05 -1.30 -0.01
O -0.18 3.09 0.17 -0.03
H -0.41 2.18 -0.11 0.03
H -1.00 3.52 0.34 0.03
O -1.57 2.46 2.92 0.00
H -2.09 2.17 3.62 0.03
H -1.22 1.58 2.80 0.00
O 2.37 1.72 -0.59 -0.05
H 1.81 1.00 -0.35 -0.04
H 1.73 2.45 -0.48 0.01
O 1.88 -0.39 2.68 -0.08
H 1.60 0.54 2.47 0.01
H 2.81 -0.33 2.90 0.04
O -2.86 1.80 0.73 -0.04
H -2.57 2.13 1.57 -0.04
H -3.14 2.60 0.29 0.05
O -2.57 -0.64 -1.38 -0.02
H -3.03 -1.33 -0.96 0.02
H -1.91 -0.41 -0.73 -0.02
```

Calculated values
* charge: 0
* multiplicity: 1
* M: 270.225 g/mol

---

#C
Entry from the Open Molecules 2025 dataset: a 15-piece molecular cluster, H30O15 overall (ωB97M-V with the def2-TZVPD basis set).

Geometry as XYZ:
```
45
Properties=species:S:1:pos:R:3:lowdin_charge:R:1
O -0.68 2.92 -2.28 -0.05
H -1.53 2.51 -2.06 0.03
H -0.49 2.48 -3.12 0.03
O 0.32 -1.89 1.25 -0.04
H 0.01 -2.72 1.59 0.06
H 0.19 -1.31 1.99 0.02
O -1.92 -2.24 -3.46 -0.02
H -2.78 -2.21 -3.89 0.08
H -1.82 -3.17 -3.34 0.05
O -0.42 -0.60 4.24 -0.04
H -0.47 0.15 3.66 0.01
H 0.13 -0.41 4.98 0.03
O -1.26 -3.13 -0.86 -0.06
H -1.13 -2.34 -0.32 0.00
H -0.67 -3.06 -1.61 0.02
O 3.45 0.06 0.55 -0.04
H 3.01 -0.79 0.47 0.00
H 3.56 0.70 -0.14 0.03
O 0.49 3.92 1.04 -0.05
H 0.54 4.77 0.59 0.04
H -0.47 3.82 1.15 0.00
O -4.44 0.12 -0.82 -0.06
H -3.50 -0.09 -0.84 -0.02
H -4.92 -0.69 -0.70 0.01
O 1.06 0.27 -1.77 -0.05
H 0.65 -0.47 -2.23 0.00
H 1.50 0.79 -2.44 0.03
O -2.42 3.07 1.53 -0.02
H -2.92 3.58 0.93 0.03
H -2.44 2.12 1.54 0.05
O 1.40 1.55 2.67 -0.06
H 1.52 2.42 2.28 0.04
H 1.75 1.00 1.94 0.04
O 3.25 0.40 4.13 -0.09
H 2.50 0.91 3.75 -0.03
H 3.26 -0.39 3.58 0.02
O 0.66 -0.89 -4.35 -0.04
H -0.15 -1.34 -4.62 0.02
H 1.18 -0.52 -5.05 0.05
O -1.65 -0.41 -1.43 -0.06
H -2.01 -0.86 -2.18 0.00
H -1.06 0.33 -1.33 0.03
O 2.51 -2.91 0.18 -0.04
H 1.57 -2.96 0.16 -0.01
H 3.01 -3.57 0.65 0.05
```

Calculated values
* charge: 0
* multiplicity: 1
* M: 270.225 g/mol

---

Energetically preferred structure: #B | next structure: +0.0176 hartree

---

#A
Entry from the Open Molecules 2025 dataset: an isolated ion of composition C3H10N3S and charge +1 (ωB97M-V with the def2-TZVPD basis set).

Geometry as XYZ:
```
17
Properties=species:S:1:pos:R:3:lowdin_charge:R:1
C 0.50 1.31 2.28 -0.07
C 1.33 0.60 1.29 -0.11
N 0.80 -0.18 0.39 -0.47
N 1.49 -0.83 -0.69 0.05
S -0.83 -0.68 0.63 0.95
C -1.69 -0.12 -1.19 -0.35
N -1.57 -1.10 -2.10 0.01
H -0.36 1.69 1.65 0.10
H 1.07 2.08 2.59 0.05
H -0.04 0.75 3.04 0.10
H 2.37 0.89 1.13 0.15
H 1.06 -1.59 -1.28 0.12
H 2.46 -0.57 -0.99 0.13
H -1.09 0.82 -1.47 0.13
H -2.61 0.09 -0.81 0.04
H -2.27 -1.80 -2.21 0.11
H -0.64 -1.37 -2.27 0.05
```

Calculated values
* charge: +1
* multiplicity: 1
* M: 120.201 g/mol
* SMILES: C/C=[N+](/N)SCN

---

#B
Entry from the Open Molecules 2025 dataset: a 2-piece molecular cluster, C3H10N3S overall (ωB97M-V with the def2-TZVPD basis set).

Geometry as XYZ:
```
17
Properties=species:S:1:pos:R:3:lowdin_charge:R:1
C 1.06 -0.24 0.37 -0.05
C 2.96 1.40 0.30 0.08
C -4.24 0.28 -0.38 -0.49
N -0.09 -0.52 0.20 0.34
N 2.33 -0.02 0.09 -0.15
N 3.10 -1.18 -0.28 0.15
S -3.68 -0.79 0.98 0.60
H 3.64 1.03 1.09 0.10
H 3.59 1.57 -0.60 0.11
H 2.21 2.12 0.63 0.11
H -5.31 0.01 -0.56 0.04
H -3.55 -0.01 -1.19 0.02
H -4.38 1.34 -0.05 0.05
H -0.90 -0.69 0.75 0.04
H -3.66 -1.83 0.09 -0.12
H 4.02 -0.97 -0.24 0.06
H 2.90 -1.49 -1.21 0.12
```

Calculated values
* charge: +1
* multiplicity: 1
* M: 120.201 g/mol

---

Energetically preferred structure: #A | next structure: +0.0198 hartree